Below is a 2-piece molecular cluster, C3H5N2O3 overall in a non-equilibrium geometry, with properties calculated with ωB97M-V with the def2-TZVPD basis set.

Last column: Löwdin charge in e.
Atoms and positions in Å:
C (0.276, 1.453, 0.454)  -0.26
C (-0.367, 0.427, 0.034)  -0.23
C (-2.816, 0.442, 0.130)  -0.55
N (-0.654, -1.932, -0.260)  -0.09
N (-0.020, -0.712, -0.700)  -0.19
O (-3.174, 0.672, -0.972)  0.07
O (-3.018, 0.079, 1.240)  0.06
O (1.687, 1.838, 0.285)  -0.15
H (-0.058, 2.309, 0.997)  0.06
H (-1.603, -1.921, -0.814)  0.08
H (-1.094, -1.862, 0.708)  0.07
H (0.971, -1.049, -0.837)  0.10
H (2.142, 1.214, -0.308)  0.04

Output
energy relative to the best compared isomer or geometry (same formula, charge and spin): 5.106 eV
HOMO-LUMO gap: 6.931 eV
calculated total energy: -452.47964 Eh
E_LUMO: 4.0 eV
strongest force on any atom: 3.9 eV/Å
charge: -1

***

Below is C18H50N4O7V as an isolated structure in a non-equilibrium geometry, with properties calculated with ωB97M-V with the def2-TZVPD basis set.

Last column: Mulliken spin population.
Atoms and positions in Å:
O (-0.217, -0.148, 0.997)  -0.25
V (0.485, 0.664, -0.219)  1.21
O (-1.281, 1.421, -0.895)  0.02
H (-1.985, 2.044, -0.976)  0.00
C (4.354, 0.723, 2.127)  0.00
C (3.827, 0.328, 0.746)  0.00
O (2.460, 0.309, 0.612)  0.02
H (4.129, -0.034, 2.879)  0.00
H (3.847, 1.638, 2.459)  0.00
H (5.416, 0.968, 2.153)  0.00
H (4.280, -0.654, 0.519)  0.01
H (4.285, 1.005, 0.002)  0.00
C (1.124, -4.668, 2.015)  0.00
C (1.336, -3.159, 1.990)  0.00
C (2.179, -2.551, 3.111)  0.00
O (1.723, -2.944, 4.376)  0.00
C (2.031, -2.063, 5.425)  0.00
N (1.728, -2.725, 0.649)  0.00
H (0.707, -5.096, 2.925)  0.00
H (2.039, -5.171, 1.683)  0.00
H (0.372, -4.960, 1.273)  0.00
H (0.342, -2.726, 2.159)  0.00
H (2.055, -1.464, 3.005)  0.00
H (3.232, -2.848, 2.976)  0.00
H (1.602, -2.505, 6.324)  0.00
H (1.591, -1.080, 5.220)  0.00
H (3.113, -1.979, 5.597)  0.00
H (2.626, -3.147, 0.403)  0.00
H (1.974, -1.731, 0.761)  0.00
C (1.998, 4.652, -1.585)  0.00
C (1.729, 3.391, -0.753)  0.00
C (0.687, 3.687, 0.306)  0.00
O (0.579, 2.570, 1.186)  0.00
C (-0.363, 2.723, 2.230)  0.00
N (1.341, 2.270, -1.637)  0.01
H (2.821, 4.487, -2.286)  0.00
H (2.420, 5.392, -0.896)  0.00
H (1.171, 5.080, -2.149)  0.00
H (2.663, 3.111, -0.263)  0.00
H (-0.297, 3.866, -0.140)  0.00
H (1.053, 4.533, 0.893)  0.00
H (-0.442, 1.758, 2.723)  0.00
H (-1.364, 2.945, 1.852)  0.00
H (-0.045, 3.482, 2.947)  0.00
H (0.553, 2.563, -2.215)  0.00
H (2.083, 2.077, -2.303)  0.00
C (-4.617, 2.664, 0.799)  0.00
C (-4.462, 1.167, 1.005)  0.00
C (-4.796, 0.390, -0.259)  0.00
O (-4.850, -0.994, 0.067)  0.00
C (-5.308, -1.798, -0.968)  0.00
N (-3.075, 0.907, 1.472)  0.00
H (-5.648, 2.940, 0.552)  0.00
H (-3.945, 3.052, 0.028)  0.00
H (-4.420, 3.262, 1.691)  0.00
H (-5.144, 0.796, 1.775)  0.00
H (-3.993, 0.517, -1.003)  0.00
H (-5.717, 0.647, -0.799)  0.00
H (-4.595, -1.840, -1.811)  0.00
H (-6.243, -1.438, -1.427)  0.00
H (-5.466, -2.802, -0.577)  0.00
H (-2.970, -0.086, 1.237)  0.00
H (-2.474, 1.279, 0.724)  0.00
C (2.216, -1.709, -2.868)  0.00
C (0.956, -0.902, -3.046)  0.00
C (0.040, -1.609, -4.052)  0.00
O (-1.125, -0.819, -4.193)  0.00
C (-2.082, -1.445, -5.011)  0.00
N (0.217, -0.853, -1.748)  -0.01
H (2.880, -1.690, -3.734)  0.00
H (1.960, -2.752, -2.646)  0.00
H (2.813, -1.445, -1.991)  0.00
H (1.197, 0.113, -3.363)  0.00
H (-0.178, -2.607, -3.654)  0.00
H (0.478, -1.713, -5.051)  0.00
H (-2.280, -2.486, -4.727)  0.00
H (-1.683, -1.560, -6.031)  0.00
H (-2.997, -0.865, -5.045)  0.00
H (-0.705, -0.536, -2.086)  0.00
H (0.056, -1.822, -1.468)  0.00

Output
energy relative to the best compared isomer or geometry (same formula, charge and spin): 0.451 eV
HOMO-LUMO gap (alpha / beta): 8.166 / 8.317 eV
calculated total energy: -2405.48698 Eh
E_LUMO (alpha / beta): 0.2 / 0.2 eV
strongest force on any atom: 4.6 eV/Å
charge: 0
multiplicity: 2

***

Below is one molecule with the formula C6H8N2 in a non-equilibrium geometry, with properties calculated with ωB97M-V with the def2-TZVPD basis set.

Last column: Löwdin charge in e.
Atoms and positions in Å:
C (1.756, -1.364, 1.590)  -0.18
N (1.609, -0.916, 0.216)  -0.01
C (0.529, -0.287, -0.109)  -0.37
C (0.388, 0.166, -1.478)  -0.03
C (-0.641, 0.878, -1.952)  -0.10
N (-1.666, 1.273, -1.100)  0.00
C (-1.645, 0.817, 0.166)  -0.12
C (-0.636, 0.046, 0.678)  -0.02
H (2.648, -1.979, 1.666)  0.05
H (0.906, -1.949, 1.962)  0.06
H (1.954, -0.551, 2.390)  0.10
H (1.217, -0.002, -2.128)  0.10
H (-0.755, 1.208, -3.005)  0.13
H (-2.537, 1.689, -1.474)  0.16
H (-2.504, 1.102, 0.820)  0.13
H (-0.625, -0.133, 1.759)  0.10

Output
SMILES: CN=c1cc[nH]cc1
energy relative to the best compared isomer or geometry (same formula, charge and spin): 0.859 eV
HOMO-LUMO gap: 8.223 eV
calculated total energy: -342.90236 Eh
E_LUMO: 0.6 eV
strongest force on any atom: 2.0 eV/Å
charge: 0

***

Below is one molecule with the formula C24H23FN4O, with properties calculated with ωB97M-V with the def2-TZVPD basis set.

Last column: Löwdin charge in e.
Atoms and positions in Å:
C (-5.841, -2.470, 0.228)  -0.07
O (-5.328, -1.619, -0.777)  -0.06
C (-4.002, -1.342, -0.808)  -0.22
C (-3.612, -0.357, -1.719)  0.01
C (-2.304, 0.054, -1.837)  -0.03
C (-1.309, -0.503, -1.038)  -0.16
C (0.086, -0.086, -1.052)  -0.19
N (1.008, -0.936, -0.615)  0.16
N (2.180, -0.310, -0.663)  -0.08
C (3.354, -0.997, -0.315)  -0.15
C (3.450, -2.330, -0.705)  -0.01
C (4.578, -3.067, -0.408)  -0.08
C (5.621, -2.471, 0.283)  -0.08
C (5.511, -1.156, 0.695)  -0.05
C (4.380, -0.396, 0.419)  -0.20
C (4.290, 1.006, 0.943)  -0.04
C (2.038, 0.946, -1.144)  -0.01
C (0.701, 1.145, -1.415)  -0.13
C (0.149, 2.460, -1.881)  -0.17
N (-0.029, 3.456, -0.833)  -0.06
C (-1.231, 3.344, -0.035)  -0.18
C (-1.361, 2.154, 0.888)  -0.19
C (-0.284, 1.634, 1.595)  -0.03
C (-0.480, 0.551, 2.433)  -0.05
C (-1.762, 0.039, 2.556)  -0.16
N (-2.803, 0.537, 1.909)  0.08
C (-2.600, 1.554, 1.094)  -0.12
C (-1.673, -1.526, -0.166)  0.03
C (-2.985, -1.932, -0.056)  -0.20
F (-3.241, -2.937, 0.823)  0.05
H (-6.923, -2.432, 0.112)  0.09
H (-5.499, -3.500, 0.100)  0.09
H (-5.568, -2.117, 1.225)  0.10
H (-4.386, 0.082, -2.330)  0.12
H (-2.060, 0.802, -2.574)  0.10
H (2.619, -2.766, -1.238)  0.11
H (4.646, -4.098, -0.717)  0.10
H (6.512, -3.034, 0.513)  0.10
H (6.315, -0.705, 1.258)  0.11
H (4.880, 1.101, 1.852)  0.08
H (4.684, 1.720, 0.218)  0.08
H (3.260, 1.275, 1.167)  0.07
H (2.873, 1.595, -1.308)  0.13
H (0.858, 2.890, -2.599)  0.12
H (-0.810, 2.342, -2.383)  0.10
H (0.796, 3.494, -0.244)  0.10
H (-1.290, 4.256, 0.574)  0.13
H (-2.083, 3.352, -0.722)  0.12
H (0.702, 2.071, 1.494)  0.11
H (0.342, 0.117, 2.983)  0.10
H (-1.972, -0.802, 3.203)  0.11
H (-3.478, 1.919, 0.577)  0.12
H (-0.921, -2.005, 0.439)  0.12

Output
SMILES: COc1ccc(-c2nn(-c3ccccc3C)cc2CNCc2cccnc2)cc1F
HOMO-LUMO gap: 8.512 eV
calculated total energy: -1322.45959 Eh
E_LUMO: 0.6 eV
strongest force on any atom: 0.9 eV/Å
charge: 0

***

Below is a 8-piece molecular cluster, C20H42F3NO12S7 overall in a non-equilibrium geometry, with properties calculated with ωB97M-V with the def2-TZVPD basis set.

Last column: Löwdin charge in e.
Atoms and positions in Å:
O (-0.503, -2.805, 7.433)  0.15
C (0.022, -2.011, 6.617)  -0.23
O (-0.182, -0.609, 6.409)  0.07
C (-0.183, -0.448, 4.977)  -0.26
O (-0.973, 0.206, 4.268)  0.14
C (1.079, -1.323, 4.475)  0.01
N (1.875, -1.065, 3.251)  0.13
C (3.254, -0.636, 3.621)  -0.29
O (3.751, 0.394, 3.102)  0.15
F (4.053, -1.381, 4.542)  0.07
C (1.889, -2.216, 2.319)  -0.27
O (1.630, -1.997, 1.103)  0.14
F (2.224, -3.553, 2.679)  0.07
C (1.190, -2.294, 5.515)  0.04
F (2.176, -3.324, 5.558)  0.04
C (3.515, 2.383, 5.955)  -0.26
S (1.716, 2.521, 6.046)  0.82
O (1.175, 2.261, 4.676)  -0.54
C (1.676, 4.305, 6.317)  -0.26
H (3.772, 1.343, 5.750)  0.03
H (3.897, 3.015, 5.151)  0.06
H (3.952, 2.683, 6.909)  0.05
H (2.171, 4.819, 5.491)  0.06
H (2.173, 4.543, 7.259)  0.05
H (0.634, 4.623, 6.369)  0.06
C (-5.455, 3.226, 3.698)  -0.28
S (-3.802, 3.313, 4.424)  0.80
O (-3.272, 4.688, 4.168)  -0.57
C (-3.018, 2.200, 3.240)  -0.27
H (-6.115, 3.884, 4.264)  0.04
H (-5.422, 3.552, 2.657)  0.05
H (-5.826, 2.201, 3.760)  0.05
H (-3.136, 2.589, 2.226)  0.06
H (-3.468, 1.209, 3.316)  0.05
H (-1.957, 2.133, 3.480)  0.03
C (1.195, -4.021, -1.713)  -0.27
S (-0.603, -3.979, -1.563)  0.80
O (-1.038, -5.299, -1.007)  -0.56
C (-0.941, -4.000, -3.336)  -0.25
H (1.625, -4.051, -0.711)  0.04
H (1.503, -4.910, -2.267)  0.05
H (1.539, -3.120, -2.227)  0.05
H (-0.501, -4.891, -3.789)  0.06
H (-0.527, -3.101, -3.797)  0.05
H (-2.022, -4.016, -3.481)  0.05
C (-3.989, -3.130, -0.373)  -0.26
S (-3.821, -1.336, -0.256)  0.80
O (-3.172, -1.030, 1.057)  -0.56
C (-5.586, -0.991, -0.080)  -0.27
H (-2.991, -3.562, -0.453)  0.00
H (-4.483, -3.519, 0.520)  0.06
H (-4.566, -3.386, -1.264)  0.06
H (-5.983, -1.509, 0.795)  0.05
H (-6.113, -1.316, -0.980)  0.05
H (-5.716, 0.084, 0.046)  0.04
C (0.409, 0.848, -3.298)  -0.25
S (-1.391, 0.909, -3.157)  0.82
O (-1.841, -0.402, -2.597)  -0.59
C (-1.720, 0.883, -4.932)  -0.26
H (0.833, 0.818, -2.293)  0.06
H (0.710, -0.048, -3.845)  0.05
H (0.764, 1.741, -3.814)  0.02
H (-1.288, -0.014, -5.379)  0.05
H (-1.296, 1.776, -5.395)  0.04
H (-2.800, 0.878, -5.082)  0.05
C (-0.062, 6.868, -4.632)  -0.27
S (-0.130, 5.149, -5.183)  0.81
O (-1.257, 4.489, -4.455)  -0.56
C (1.407, 4.636, -4.385)  -0.27
H (-0.956, 7.379, -4.989)  0.05
H (-0.032, 6.909, -3.542)  0.06
H (0.822, 7.351, -5.052)  0.05
H (1.348, 4.815, -3.310)  0.06
H (2.244, 5.191, -4.813)  0.05
H (1.552, 3.570, -4.567)  0.03
C (4.338, -4.893, -4.036)  -0.27
S (4.275, -3.196, -4.652)  0.81
O (2.834, -2.816, -4.774)  -0.57
C (4.877, -3.576, -6.312)  -0.27
H (3.964, -4.902, -3.012)  0.04
H (3.712, -5.538, -4.656)  0.06
H (5.370, -5.247, -4.048)  0.05
H (4.218, -4.302, -6.791)  0.06
H (5.892, -3.973, -6.250)  0.05
H (4.885, -2.654, -6.895)  0.05

Output
HOMO-LUMO gap: 6.585 eV
calculated total energy: -4831.42768 Eh
E_LUMO: -1.5 eV
strongest force on any atom: 6.6 eV/Å
charge: 0

***

Below is one molecule with the formula C6H10O, with properties calculated with ωB97M-V with the def2-TZVPD basis set.

Last column: Löwdin charge in e.
Atoms and positions in Å:
C (-2.071, -0.309, 0.198)  -0.08
C (-1.125, 0.757, -0.311)  -0.30
C (-0.052, 1.313, 0.586)  -0.09
C (0.332, 0.483, -0.604)  -0.27
C (0.964, -0.874, -0.411)  -0.14
C (2.360, -0.812, 0.166)  -0.26
O (3.010, 0.196, 0.299)  0.06
H (-2.926, 0.146, 0.711)  0.08
H (-1.590, -0.980, 0.917)  0.07
H (-2.463, -0.924, -0.621)  0.08
H (-1.598, 1.465, -0.991)  0.13
H (0.183, 2.372, 0.566)  0.10
H (0.048, 0.853, 1.569)  0.11
H (0.752, 1.049, -1.432)  0.14
H (1.035, -1.421, -1.364)  0.13
H (0.365, -1.517, 0.247)  0.11
H (2.776, -1.796, 0.475)  0.12

Output
SMILES: C[C@H]1C[C@H]1CC=O
energy relative to the best compared isomer or geometry (same formula, charge and spin): 0.714 eV
HOMO-LUMO gap: 10.726 eV
calculated total energy: -309.81612 Eh
E_LUMO: 1.1 eV
strongest force on any atom: 0.5 eV/Å
charge: 0

***

Please write out number 1 again, unchanged.
Below is a 2-piece molecular cluster, C3H5N2O3 overall in a non-equilibrium geometry, with properties calculated with ωB97M-V with the def2-TZVPD basis set.

Last column: Löwdin charge in e.
Atoms and positions in Å:
C (0.276, 1.453, 0.454)  -0.26
C (-0.367, 0.427, 0.034)  -0.23
C (-2.816, 0.442, 0.130)  -0.55
N (-0.654, -1.932, -0.260)  -0.09
N (-0.020, -0.712, -0.700)  -0.19
O (-3.174, 0.672, -0.972)  0.07
O (-3.018, 0.079, 1.240)  0.06
O (1.687, 1.838, 0.285)  -0.15
H (-0.058, 2.309, 0.997)  0.06
H (-1.603, -1.921, -0.814)  0.08
H (-1.094, -1.862, 0.708)  0.07
H (0.971, -1.049, -0.837)  0.10
H (2.142, 1.214, -0.308)  0.04

Output
energy relative to the best compared isomer or geometry (same formula, charge and spin): 5.106 eV
HOMO-LUMO gap: 6.931 eV
calculated total energy: -452.47964 Eh
E_LUMO: 4.0 eV
strongest force on any atom: 3.9 eV/Å
charge: -1

***

Number 4 is which compound? C24H23FN4O